Entry 1:
This record from the Open Molecules 2025 dataset describes a 10-piece molecular cluster, C30H85N5O10S5 overall. The level of theory is ωB97M-V/def2-TZVPD.

The value obtained for the total energy is -4210.7737 Ha. The value obtained for the HOMO-LUMO gap is 8.935 eV. As for the energy above the lowest of the compared OMol25 structures with the same formula, charge and spin: 0.0 kJ/mol. As for the net charge: 0.

```
135
C30H85N5O10S5 (ωB97M-V/def2-TZVPD)
C -6.2127 -1.3992 -3.1028
C -5.2994 -0.4430 -3.9242
C -4.9564 0.6320 -3.0239
O -6.1248 1.3379 -2.8329
C -6.2225 2.1028 -1.6144
N -4.1676 -1.1876 -4.4128
H -5.5595 -1.7446 -2.3046
H -6.7039 -2.2647 -3.5847
H -7.0065 -0.8989 -2.4737
H -5.8589 0.0289 -4.7750
H -4.2218 1.2931 -3.3947
H -4.5300 0.2129 -2.0766
H -5.4247 2.8292 -1.4693
H -6.2525 1.3530 -0.7997
H -7.1348 2.7391 -1.6447
H -3.7866 -1.6151 -3.5958
H -3.4289 -0.5907 -4.7759
C 2.8015 -3.0973 -2.5441
C 3.1562 -3.7926 -3.8480
C 4.6149 -4.2704 -3.8725
O 5.4255 -3.1963 -3.6557
C 6.8043 -3.6198 -3.5530
N 2.1499 -4.8193 -4.0530
H 2.7307 -3.8416 -1.7383
H 1.8320 -2.6278 -2.7249
H 3.5462 -2.3534 -2.2309
H 3.0650 -3.1187 -4.6511
H 4.8388 -4.8178 -4.8298
H 4.6664 -4.9986 -3.0702
H 7.4606 -2.7553 -3.2954
H 6.9286 -4.1556 -4.5058
H 6.8817 -4.4585 -2.8303
H 2.1345 -5.1449 -5.0168
H 2.3017 -5.5988 -3.4856
C -0.5658 -1.1923 -1.3146
C -0.6883 -0.6790 0.1093
C 0.6386 -0.1047 0.6908
O 1.7483 -0.9382 0.7171
C 1.6862 -2.0940 1.5364
N -1.7138 0.3705 0.2366
H -0.2046 -2.1726 -1.3199
H 0.0584 -0.5806 -1.9460
H -1.5161 -1.3174 -1.8515
H -0.9312 -1.6144 0.6317
H 0.3771 0.2175 1.7317
H 1.0223 0.7747 0.1728
H 2.6656 -2.4161 1.9464
H 1.2960 -2.9110 0.9409
H 0.9996 -1.8657 2.3977
H -1.5096 0.7621 1.1806
H -1.7234 1.1317 -0.4168
C 5.7920 1.5555 -0.5669
C 4.7257 0.5379 -0.4056
C 3.6530 0.6410 -1.5980
O 3.0374 1.9023 -1.6233
C 1.9968 1.8807 -2.5386
N 5.3114 -0.8156 -0.2845
H 6.3548 1.8538 0.3187
H 5.3548 2.4851 -0.8822
H 6.5279 1.0952 -1.3287
H 4.2059 0.8465 0.5410
H 2.9102 -0.0904 -1.3681
H 4.2164 0.4075 -2.5449
H 1.4375 2.8023 -2.5670
H 1.2777 1.0327 -2.4412
H 2.3729 1.7960 -3.5469
H 4.6424 -1.5191 -0.0654
H 5.6230 -0.9937 -1.2614
C -5.6039 -3.0920 2.3533
C -4.4192 -2.3473 1.7035
C -3.4884 -3.2875 0.9217
O -2.8674 -4.2930 1.6482
C -1.9577 -3.8051 2.5591
N -4.8429 -1.2274 0.7971
H -5.1214 -3.8105 2.9816
H -6.3665 -3.5333 1.6531
H -6.1483 -2.4329 3.0297
H -3.9233 -1.8669 2.4762
H -2.9042 -2.5425 0.3670
H -4.0544 -3.8235 0.0938
H -1.4524 -4.6241 3.0310
H -2.3824 -3.1814 3.3274
H -1.1751 -3.1909 2.0840
H -3.9995 -0.7193 0.7547
H -5.1792 -1.5689 -0.1019
C 2.0049 2.8111 2.4098
S 2.4008 4.1673 1.2262
O 1.4066 5.3140 1.3597
C 3.8109 4.8475 2.1554
H 1.2359 2.1175 2.0218
H 1.7291 3.0917 3.4222
H 2.9927 2.3430 2.3447
H 3.7593 5.9154 1.9725
H 4.8165 4.5412 1.7533
H 3.6791 4.5563 3.1680
C -2.4265 -0.7863 6.2058
S -0.7464 -0.1737 5.8163
O -0.2680 -1.1629 4.7868
C -1.0928 1.4045 4.9165
H -2.3159 -1.8898 6.2029
H -3.1620 -0.4818 5.4285
H -2.7256 -0.4681 7.2227
H -0.1848 1.7036 4.3614
H -1.4319 2.0876 5.6259
H -1.8090 1.1681 4.1437
C 5.1920 -1.7918 4.0245
S 4.1547 -0.6354 4.9114
O 3.5653 0.2856 3.8671
C 2.9041 -1.8511 5.3459
H 5.5981 -2.5442 4.6642
H 6.0499 -1.2237 3.6181
H 4.5613 -2.3203 3.3569
H 3.2982 -2.5306 6.1236
H 2.5681 -2.4158 4.4797
H 2.0638 -1.2313 5.6138
C -3.0080 3.9938 -3.8885
S -1.3201 4.1881 -3.3462
O -1.0147 2.9208 -2.5778
C -0.5409 4.2596 -4.9946
H -3.6472 4.0557 -2.9802
H -3.1255 3.0657 -4.3377
H -3.4039 4.8189 -4.4948
H 0.5391 4.3690 -4.8404
H -0.8341 5.2754 -5.2782
H -0.8393 3.4768 -5.6476
C -1.6793 4.1720 0.4037
S -2.4983 4.0887 2.0218
O -1.8328 2.9878 2.8205
C -1.9228 5.6346 2.6843
H -0.5626 4.2779 0.4344
H -1.9859 5.1298 -0.0029
H -2.1565 3.3993 -0.2217
H -0.8206 5.6804 2.6103
H -2.2186 5.7818 3.7245
H -2.3962 6.4163 2.1128
```


Entry 2:
This record from the Open Molecules 2025 dataset describes a 11-piece molecular cluster, C30H86N4O11 overall. The level of theory is ωB97M-V/def2-TZVPD.

The value obtained for the total energy is -2240.9615 Ha. The value obtained for the HOMO-LUMO gap is 9.230 eV. As for the structure (SMILES): COC[C@H](C)N.COC[C@H](C)N.COC[C@H](C)N.COC[C@H](C)N.CCO.CCO.CCO.CCO.CCO.CCO.CCO. As for the energy above the lowest of the compared OMol25 structures with the same formula, charge and spin: 582.7 kJ/mol. As for the net charge: 0.

```
131
C30H86N4O11 (ωB97M-V/def2-TZVPD)
C 2.4435 -5.7450 -8.3049
O 3.2601 -5.1554 -7.3212
C 2.9284 -3.7287 -7.1045
C 3.3911 -3.2894 -5.5898
C 3.4092 -1.7117 -5.4453
N 4.7148 -3.8573 -5.3180
H 1.3626 -5.7072 -8.1699
H 2.6215 -6.8085 -8.4637
H 2.7036 -5.3968 -9.3045
H 3.5266 -3.2005 -7.8470
H 1.8662 -3.5566 -7.2779
H 2.6751 -3.6636 -4.8581
H 2.4226 -1.3138 -5.6825
H 4.0331 -1.2451 -6.2076
H 3.7187 -1.3983 -4.4482
H 4.5465 -4.8108 -5.6054
H 5.4117 -3.6086 -6.0055
C -6.4540 2.4838 6.1106
O -5.1899 2.1462 6.6417
C -4.3097 1.8362 5.5165
C -4.1677 0.3041 5.3591
C -3.2652 -0.3077 6.4350
N -3.7362 -0.0996 4.0108
H -7.0611 1.6474 5.7641
H -6.4668 3.1975 5.2869
H -7.0405 2.8963 6.9316
H -4.6523 2.3269 4.6054
H -3.3284 2.2402 5.7653
H -5.1436 -0.1726 5.4511
H -3.5310 -0.0948 7.4704
H -2.2034 -0.0770 6.3482
H -3.3669 -1.3915 6.3792
H -3.8474 -1.0992 3.9176
H -4.4511 0.3408 3.4496
C -3.0565 -2.3648 -5.2440
O -3.3181 -1.3311 -6.0638
C -4.6644 -1.3845 -6.5328
C -4.9298 0.0187 -7.2213
C -5.0940 1.1101 -6.2605
N -6.1357 0.0315 -8.0767
H -2.1175 -2.2136 -4.7116
H -2.8600 -3.2091 -5.9047
H -3.8343 -2.5623 -4.5062
H -4.7710 -2.2821 -7.1420
H -5.3111 -1.4907 -5.6618
H -4.0786 0.2300 -7.8686
H -5.2442 2.0861 -6.7221
H -4.2730 1.1323 -5.5439
H -6.0346 0.9117 -5.7467
H -6.0025 -0.5477 -8.8933
H -6.0260 0.9046 -8.5724
C 7.6243 5.8038 5.8059
O 6.8395 5.2844 4.8238
C 5.7173 4.4136 5.1797
C 6.1900 2.9954 5.5968
C 6.8848 2.2717 4.4304
N 5.0589 2.1255 6.0320
H 7.0281 6.5808 6.2844
H 8.4927 6.2622 5.3329
H 7.8262 4.9683 6.4761
H 5.1390 4.8249 6.0070
H 4.9833 4.2108 4.3999
H 6.9489 3.0487 6.3774
H 6.2756 2.3196 3.5278
H 7.1461 1.2538 4.7197
H 7.8479 2.7768 4.3570
H 4.3794 1.8944 5.3214
H 5.4920 1.2395 6.2498
C -5.8991 3.2021 -0.5840
C -7.1017 2.4525 0.0385
O -6.5649 1.3427 0.6407
H -6.1806 4.1216 -1.0972
H -5.4417 2.5702 -1.3454
H -5.1851 3.5414 0.1664
H -7.8092 2.1118 -0.7175
H -7.6479 3.1058 0.7189
H -7.2814 0.8117 0.9961
C -3.2518 -6.8939 0.1892
C -3.2926 -5.4676 0.6583
O -3.5049 -5.4186 2.0077
H -2.2913 -7.3016 0.5044
H -3.2672 -6.9432 -0.8996
H -4.0282 -7.5279 0.6174
H -4.1187 -5.0139 0.1106
H -2.3523 -4.9468 0.4778
H -2.8100 -5.7513 2.5805
C 7.3589 -3.7740 0.6619
C 7.3115 -2.3737 0.1154
O 7.7406 -2.4469 -1.2672
H 7.1691 -3.7713 1.7352
H 8.3830 -4.0966 0.4740
H 6.6911 -4.4640 0.1460
H 8.0388 -1.6835 0.5428
H 6.3271 -1.9074 0.1577
H 7.1536 -2.9622 -1.8253
C -0.6120 0.5321 -0.4369
C 0.5171 0.2761 0.5683
O 0.1586 0.8343 1.7446
H -0.9278 1.5738 -0.3799
H -1.4430 -0.0761 -0.0798
H -0.3855 0.1289 -1.4239
H 1.4799 0.5954 0.1694
H 0.7035 -0.7811 0.7573
H -0.6538 0.4341 2.0631
C 0.5755 5.2726 -5.5201
C 0.4843 4.9624 -4.0039
O 1.0914 6.0257 -3.2909
H 0.0442 6.2126 -5.6692
H 0.2127 4.4899 -6.1864
H 1.5825 5.4910 -5.8756
H 0.8405 3.9694 -3.7296
H -0.5761 4.9159 -3.7562
H 0.9377 5.8844 -2.3538
C 0.2149 6.6385 3.9033
C -0.2255 6.2904 2.5058
O 0.8074 5.4716 1.9961
H 0.0876 5.8731 4.6688
H -0.3400 7.5132 4.2428
H 1.2484 6.9529 4.0487
H -0.3614 7.0903 1.7779
H -1.1452 5.7092 2.5723
H 0.6247 4.6109 2.3801
C 1.3755 -5.2414 3.7668
C 0.7698 -5.5973 5.0913
O -0.3544 -6.4519 4.8279
H 2.1054 -4.4354 3.8420
H 0.6887 -4.9290 2.9801
H 1.8231 -6.1469 3.3572
H 0.4906 -4.6718 5.5947
H 1.4406 -6.1725 5.7295
H -0.3671 -7.0538 5.5756
```


Entry 3:
This record from the Open Molecules 2025 dataset describes a 13-piece molecular cluster, C30H86O13 overall. The level of theory is ωB97M-V/def2-TZVPD.

The value obtained for the total energy is -2172.6312 Ha. The value obtained for the HOMO-LUMO gap is 10.112 eV. As for the energy above the lowest of the compared OMol25 structures with the same formula, charge and spin: 125.5 kJ/mol. As for the net charge: 0.

```
129
C30H86O13 (ωB97M-V/def2-TZVPD)
C -1.0047 4.9397 -0.4179
C -2.3626 4.2996 -0.4676
C -3.4645 5.3492 -0.3310
O -2.5485 3.5769 -1.6707
H -1.0643 5.5846 0.4642
H -0.7811 5.5476 -1.3064
H -0.2708 4.1272 -0.2529
H -2.4197 3.5518 0.3586
H -3.4725 5.7606 0.7362
H -4.4621 4.8977 -0.4834
H -3.3937 6.1107 -1.0780
H -2.4745 4.1618 -2.4325
C 4.5795 -5.6559 3.1326
C 4.4648 -4.1750 3.2990
C 5.4212 -3.6792 4.3830
O 4.7988 -3.6049 2.0685
H 5.5227 -5.9834 2.6465
H 3.7853 -6.0481 2.4603
H 4.4001 -6.1235 4.0833
H 3.4708 -3.8895 3.6292
H 5.5674 -2.6067 4.4588
H 6.4423 -3.9986 4.1970
H 5.0607 -4.0414 5.3508
H 4.5135 -2.6630 2.1099
C 0.2547 -3.5540 3.2404
C -1.0211 -2.8216 3.6665
C -1.4524 -3.1488 5.1360
O -0.7747 -1.4625 3.5295
H 0.5213 -3.2724 2.1888
H 0.0942 -4.6438 3.1350
H 1.0643 -3.3215 3.9324
H -1.8419 -3.1849 3.0445
H -1.1592 -4.1239 5.4122
H -2.5661 -3.0286 5.3494
H -0.8574 -2.4790 5.6892
H -1.6296 -0.9702 3.4048
C 2.0880 0.7515 -1.5805
C 0.6275 0.8507 -1.2084
C 0.4584 1.1257 0.2479
O 0.0595 1.8260 -2.1134
H 2.3257 0.5394 -2.6044
H 2.5089 0.0677 -0.9179
H 2.4862 1.7284 -1.2840
H 0.1308 -0.1013 -1.3431
H 1.0527 1.9507 0.6256
H 0.6985 0.2697 0.8980
H -0.5904 1.3505 0.4609
H -0.8756 2.0265 -1.9817
C -5.5950 -0.5057 4.0771
C -4.2538 -1.1979 3.8913
O -3.2198 -0.5415 3.1958
H -5.5645 0.5055 4.5477
H -6.1860 -1.1402 4.7775
H -6.2033 -0.4637 3.1408
H -4.5343 -2.1630 3.4051
H -3.9687 -1.3544 4.9521
H -3.4826 -0.5391 2.2547
C 2.9114 3.0796 -4.9605
C 1.5513 3.7200 -5.0064
O 0.9239 3.9314 -3.7782
H 3.5808 3.5298 -4.2477
H 3.3094 3.1422 -5.9550
H 2.8467 2.0233 -4.6927
H 0.9181 3.0682 -5.6237
H 1.6254 4.7004 -5.4773
H 0.8979 3.2087 -3.1394
C -1.4079 -1.9714 0.4611
C -2.4996 -1.2225 -0.3472
O -3.4955 -0.6168 0.4964
H -1.9684 -2.6151 1.1564
H -0.7637 -1.3050 1.0679
H -0.8515 -2.6141 -0.1766
H -3.1104 -1.9830 -0.8555
H -2.0925 -0.4451 -1.0071
H -3.8125 0.1363 -0.0553
C 5.8382 0.1267 0.9508
C 4.4916 0.3714 1.6755
O 4.2568 -0.8029 2.4823
H 5.9663 -0.9050 0.6453
H 6.6806 0.4087 1.5865
H 5.9074 0.8448 0.1161
H 3.6491 0.5544 0.9947
H 4.5413 1.2285 2.3508
H 3.3527 -0.7197 2.9464
C -2.9633 3.5233 -5.6616
C -2.4734 4.8317 -5.0966
O -1.6622 4.7200 -3.9031
H -3.5358 3.0105 -4.8275
H -2.1828 2.7449 -5.8355
H -3.5916 3.6421 -6.5467
H -3.3782 5.4317 -4.9580
H -1.9136 5.3965 -5.8327
H -0.7296 4.4274 -4.0393
C 1.0819 -2.1132 -5.3480
C -0.2678 -1.5226 -4.9896
O -1.0862 -2.5541 -4.5529
H 0.9955 -2.8317 -6.1873
H 1.5590 -2.6953 -4.5511
H 1.7610 -1.3185 -5.5788
H -0.7716 -0.9151 -5.8246
H -0.0805 -0.8024 -4.1595
H -1.6452 -2.8375 -5.3001
C 1.5277 0.5262 5.5074
C 1.5294 0.8310 4.0559
O 1.7502 -0.2838 3.2001
H 0.6985 -0.1273 5.7893
H 1.3430 1.4485 6.1259
H 2.4139 0.0805 5.9341
H 2.3781 1.5503 3.8394
H 0.6045 1.3367 3.7743
H 1.0352 -0.9391 3.3558
C 2.6571 -2.8079 -1.6365
C 2.2380 -2.8311 -0.2143
O 2.1884 -4.1605 0.2953
H 2.7216 -1.7521 -2.0167
H 1.8544 -3.1707 -2.3218
H 3.5569 -3.3861 -1.8912
H 1.2326 -2.4241 -0.0434
H 2.9083 -2.2404 0.4361
H 3.0935 -4.2524 0.6422
C -5.7897 0.1651 -2.3987
C -5.1865 1.5715 -2.1033
O -4.0012 1.3854 -1.3897
H -5.9297 -0.4976 -1.5392
H -5.0154 -0.2994 -3.0741
H -6.6923 0.2990 -2.9832
H -5.8718 2.1524 -1.5064
H -4.9667 2.1671 -2.9960
H -3.5432 2.2349 -1.3634
```